The following is a quantum chemistry calculation of 12 unconnected molecules or ions with the total composition C20H64N16O12 at a distorted geometry, from the OMol25 dataset.

## Properties
Energy relative to the best compared isomer or geometry (same formula, charge and spin)   262.8 kJ/mol
HOMO   -0.3301 Ha
Orbital gap   8.4350 eV

The geometry in XYZ format:
```
112
C20H64N16O12 ωB97M-V with the def2-TZVPD basis set
O 5.10943 -2.41533 3.67860
O 0.12502 -2.55780 4.37178
O 2.03694 -2.67381 -2.55470
O -1.39394 -0.88301 0.45060
O 5.49622 2.97089 1.10756
O -4.77978 -2.18056 4.13976
O -0.00630 5.46088 0.65272
O 2.74231 4.95976 -2.80321
O -0.89165 1.72265 4.50656
O -4.21643 -0.29819 -0.23395
O 0.47786 -6.73519 0.39703
O -2.11804 -1.80638 -3.96236
N 0.33191 0.23021 3.37490
N -4.34698 -1.37041 -3.99777
N -4.96049 -0.83542 2.30720
N -4.93826 -3.07102 2.07789
N -5.55425 1.35850 -1.04129
N 2.87486 -1.16576 -3.95850
N 0.66356 -1.70779 -4.12412
N -3.30974 1.52387 -1.21826
N -1.91431 0.09025 3.27372
N 2.44083 -5.55355 0.09442
N 2.93300 -2.12654 4.31767
N 3.41714 -2.44668 2.16292
N 0.54531 -4.75266 -0.67463
N -2.03429 -3.08096 4.83106
N -0.91068 -4.34579 3.36789
N -3.40428 -2.43703 -2.22207
C 1.85371 -1.91280 -3.52338
C -0.47950 -1.39252 -0.53465
C 3.19356 3.26041 1.44082
C -4.33081 0.81676 -0.76056
C 4.31221 2.24781 1.37909
C -3.21938 -1.84167 -3.43684
C -0.61752 5.28736 -0.62993
C 3.90698 -2.36981 3.42596
C -4.79672 -2.01523 2.91596
C 3.17392 3.62031 -2.88077
C 2.04707 2.72584 -2.33695
C -0.85342 -3.28657 4.21583
C -1.35462 6.57110 -1.02298
C 1.14117 -5.76970 -0.00970
C -1.50045 4.05889 -0.73952
C 4.18730 1.12212 0.28605
C 0.77101 -1.83415 0.27798
C -0.22605 -0.16834 -1.38072
C -0.82695 0.74069 3.75894
C 3.53297 3.27827 -4.33327
H -3.63713 2.42104 -1.52664
H 1.38098 -2.30112 -0.49381
H 0.61333 -0.95683 -4.78909
H 2.64778 -0.24968 -4.31283
H -0.14263 -2.29020 -3.97741
H 2.61522 5.21780 -1.88625
H 1.08376 -3.91753 -0.76827
H -4.78531 -0.79883 1.30264
H 3.69278 2.20685 -4.45858
H 3.29560 -1.76974 5.18579
H -1.85251 3.88929 -1.75356
H -4.80031 -4.00296 2.42579
H -2.74576 0.64162 3.40792
H 1.17315 0.67803 3.70228
H -2.95499 -3.32825 -2.09721
H -1.73075 -0.39962 2.40715
H 0.26495 -2.54691 0.93287
H -2.40172 1.21412 -0.90207
H 3.38555 0.45264 0.60030
H 0.13694 5.12406 -1.40816
H 1.99323 -2.45293 4.14366
H -1.69773 -4.88367 3.05531
H -5.06418 0.01202 2.83530
H 3.64673 -1.27021 -3.31634
H 2.43590 -2.50005 1.96317
H 4.40307 1.67850 2.30987
H 3.00027 -4.77088 -0.18812
H 2.65704 3.54039 -4.92914
H -2.33997 4.38865 -0.11387
H 2.13080 2.83463 -1.25604
H -4.46466 -1.05774 -4.94615
H 4.08109 -2.34833 1.41417
H -0.41415 -4.81246 -0.95967
H -0.72000 7.42511 -0.77807
H 1.35926 -1.10412 0.82813
H 3.31699 3.92760 2.29318
H -1.13408 3.19231 -0.18980
H -2.29804 6.76563 -0.50803
H 0.55256 -0.33443 2.57368
H 3.19099 3.82873 0.51129
H -4.23402 -2.25466 -1.68429
H 0.80303 5.96226 0.52731
H 2.34201 1.72057 -2.65158
H -1.05728 -0.22858 -2.09759
H -5.23130 -1.37374 -3.51879
H -6.32955 0.80207 -0.72432
H -0.08128 -4.61972 2.86320
H 1.05876 2.88554 -2.76630
H -1.59269 6.69856 -2.08113
H -5.60669 2.07989 -1.73587
H -2.31662 -0.92397 0.16827
H 4.04444 3.37460 -2.26399
H 5.61397 3.67132 1.75485
H -2.13811 -2.13115 5.15825
H 5.06078 0.46433 0.31618
H 2.31214 2.62684 1.57272
H 4.44367 3.79052 -4.63771
H -0.85125 -2.22824 -1.12515
H -0.24027 0.78764 -0.86007
H 4.22130 1.40820 -0.76499
H 0.56162 -0.11483 -2.13555
H 2.98469 -6.28455 0.53052
H -2.77082 -3.48275 4.27723
H -5.20003 -2.98460 1.11262
```